This record from the Open Molecules 2025 dataset describes 2 unconnected molecules or ions with the total composition CH3NO2S. The level of theory is ωB97M-V/def2-TZVPD.

Calculated values
Kohn-Sham gap (alpha / beta): 7.77 / 10.35 eV
highest occupied orbital energy (alpha / beta): -10.6 / -10.7 eV

XYZ file:
```
8
Properties=species:S:1:pos:R:3:forces:R:3
C -0.438 0.133 -0.810 -0.8 -4.2 0.5
N -0.653 0.589 0.563 0.5 -0.2 1.0
O -2.566 -1.335 0.173 1.1 0.3 0.4
O -3.030 1.009 -0.153 -0.3 1.2 -0.1
S -2.050 -0.003 -0.015 0.0 -1.5 -1.1
H -0.164 0.817 -1.509 0.9 2.4 -1.6
H 0.033 -0.922 -1.143 -1.3 2.0 1.4
H 0.376 -0.195 2.572 -0.2 0.1 -0.4
```
Forces are in eV/Å.

List of Mulliken charges in e, atom by atom:
1 C -0.2280
2 N -0.2664
3 O -0.4934
4 O -0.4653
5 S 0.8164
6 H 0.3083
7 H 0.2602
8 H 0.0682